No. 1
18
Properties=species:S:1:pos:R:3 method="wB97M-V/def2-TZVPD" homo_energy_ev=-12.8 orbital_gap_ev=9.62 total_charge=+1 energy_ha=-724.4275 smiles="CC1=C(C)S[C@@H](O)[NH2+]1"
H 2.11 0.31 1.45
H -0.97 -1.24 2.60
H 2.70 0.28 -0.21
S -1.80 -1.05 -0.30
H 0.71 0.17 -2.07
H 0.18 1.59 -1.39
C -0.34 -0.78 0.64
H -2.77 1.38 -0.81
H -0.14 -2.54 1.77
N 0.12 0.56 -1.33
C 1.89 0.63 0.44
H 0.79 -1.17 2.38
H 1.89 1.72 0.42
H -1.48 -0.17 -2.56
C -1.34 0.24 -1.55
O -2.01 1.43 -1.40
C -0.15 -1.47 1.93
C 0.59 0.10 -0.01


No. 2
74
Properties=species:S:1:pos:R:3 method="wB97M-V/def2-TZVPD" homo_energy_ev="-17.1 / -17.1" orbital_gap_ev="7.33 / 6.13" multiplicity=2 total_charge=+3 energy_ha=-5269.7445
H 1.46 0.03 3.59
O 0.63 -6.38 -1.62
H -3.79 -4.61 0.46
H -1.94 -1.54 3.30
C 4.63 -0.14 -1.58
H 1.18 3.18 1.52
H -5.63 3.80 1.87
H 3.31 1.27 -2.54
O -0.52 -1.13 0.18
C -4.71 2.30 0.65
C -0.67 1.44 4.55
H -7.05 3.45 -2.17
C -1.27 4.00 0.53
S -3.61 0.30 -0.52
H -2.82 -0.09 3.88
H 5.23 -2.00 -2.41
H 1.98 2.94 -0.07
O 1.06 -2.47 -0.54
H -5.50 1.56 -2.59
H 0.75 -0.96 4.85
H 2.61 -0.36 -2.29
H 0.05 4.58 -1.86
O -4.36 -0.90 -0.58
H 0.21 2.04 4.32
H 5.69 1.73 -1.83
V -1.15 0.51 0.69
O -2.33 0.34 -1.25
H -1.10 5.08 0.46
C 3.52 0.20 -2.54
H 3.97 -2.15 -1.18
O -0.75 0.60 2.28
C -1.06 -3.40 -0.14
C -0.69 0.16 3.76
O -3.47 2.14 2.73
C 1.21 3.49 0.47
H -2.23 3.78 0.06
H -0.63 1.19 5.61
H 0.60 -1.49 3.18
H -1.30 3.74 1.59
H 6.66 0.44 -1.07
C -2.01 -5.38 -0.39
N -2.99 0.69 0.97
C 4.89 -1.62 -1.45
C -0.10 -2.29 -0.18
O 1.43 -4.43 -1.23
C -5.59 3.33 0.90
C -5.51 2.06 -1.63
C -6.43 3.74 -0.14
C -1.91 -0.69 3.98
C 5.90 0.66 -1.82
H 1.46 4.55 0.44
C 0.61 -0.61 3.83
H -1.10 3.26 -2.12
C -6.38 3.12 -1.38
H 0.65 2.95 -2.17
H -7.13 4.55 0.03
C -0.14 3.52 -1.68
O 4.11 0.30 -0.21
C -0.82 -4.72 -0.61
H 5.66 -1.83 -0.72
C -4.67 1.69 -0.60
O -0.43 1.80 -0.03
H -0.15 -6.97 -1.60
C -0.14 3.28 -0.18
H -1.87 -1.07 5.01
N -2.83 -4.48 0.17
H -2.34 -6.39 -0.57
C 0.43 -5.18 -1.17
Ge 3.98 0.82 1.36
C -3.73 1.76 1.63
H -1.58 2.02 4.37
N -2.27 -3.27 0.33
H 6.30 0.39 -2.79
H 3.83 -0.08 -3.54


No. 3
18
Properties=species:S:1:pos:R:3 method="wB97M-V/def2-TZVPD" homo_energy_ev="-8.5 / -8.2" orbital_gap_ev="8.32 / 8.51" total_charge=0 energy_ha=-646.8120
C -0.16 -0.89 -2.07
H -2.21 0.57 0.71
H 0.55 -1.61 -2.46
H 0.25 0.16 -2.14
H -1.94 0.77 -1.00
H 1.62 -1.25 1.58
H 2.46 0.31 1.53
N 0.35 0.26 1.72
C 1.67 -0.28 2.00
H 0.66 -1.57 -0.31
P 0.09 0.58 0.06
H 0.10 1.31 2.02
H -1.30 -0.90 -2.36
H 1.86 -0.29 3.06
H -1.74 2.21 -0.25
C -1.61 1.17 -0.06
N -0.07 -0.94 -0.57
O 1.62 1.82 -1.33


No. 4
98
Properties=species:S:1:pos:R:3 method="wB97M-V/def2-TZVPD" homo_energy_ev=-7.2 orbital_gap_ev=1.61 total_charge=+1 energy_ha=-13402.9868
Br -1.63 -8.56 -0.68
O -11.34 -1.39 0.31
C -1.69 -2.55 -1.37
H -12.77 0.62 -1.09
H -12.49 1.58 1.15
Br -2.23 0.43 -1.09
O 1.37 -0.77 -1.66
C 6.15 2.57 -0.23
H 2.13 -4.65 1.79
H -10.76 1.26 1.11
N 7.68 4.25 -1.41
C -11.94 -0.53 1.28
C -8.49 -4.02 1.91
C 7.22 3.39 2.65
H 3.25 -2.00 5.83
O 3.33 -2.94 2.08
H 4.79 5.85 -1.65
Cl 7.56 8.50 -5.35
O 3.81 -1.81 3.82
H 8.44 1.78 -1.04
N 7.81 1.94 -1.82
C -8.98 -3.04 2.66
C -11.04 -0.65 -0.87
H -1.47 -3.14 -0.50
C 2.78 -1.04 -1.70
Ca 2.38 -4.58 4.59
H 2.94 -3.98 0.36
C -11.73 0.89 0.79
C 3.47 -1.23 5.10
Br 0.15 -6.92 2.08
H -9.95 -0.52 -0.92
H 2.75 -2.69 -3.08
H -0.90 -6.37 -1.55
H 3.07 -1.63 -0.82
H 2.88 2.71 -0.83
H 1.52 -3.15 1.02
C 5.81 3.62 0.81
H 2.63 -0.54 4.99
Cl 5.81 7.91 -3.14
C -8.28 -1.74 2.79
C -11.74 0.70 -0.73
N 4.41 3.96 0.79
O 0.96 -2.96 -1.24
H 6.80 1.86 0.27
C -6.51 -2.54 1.30
O 8.25 3.45 2.05
H 7.13 5.07 -1.21
Cl -3.85 -3.86 -0.49
C 6.88 3.02 -1.50
H 6.43 4.51 0.78
H 6.36 3.72 -3.33
O 1.75 -2.75 3.69
H 4.52 6.58 -0.03
C -0.98 -6.74 -0.53
Cl 4.76 7.99 -5.83
O -0.68 -1.42 -1.48
H -5.58 -2.45 0.75
H 5.07 3.49 -2.36
C 2.64 3.76 -0.81
C 2.41 -3.73 1.27
H 2.88 -1.12 -3.84
H 4.28 -1.82 -3.01
Cl 6.52 5.84 -5.06
H -1.74 -6.16 0.00
C 6.17 7.55 -4.86
C 3.81 4.48 -0.19
N 5.97 3.11 -2.63
C 0.58 -1.83 -1.44
H -11.36 -1.21 -1.75
C 2.88 -2.53 3.23
H 4.35 -0.68 5.42
C -7.21 -3.85 1.17
H 3.26 -0.07 -1.61
C 4.14 5.87 -0.78
H 8.40 4.13 -0.70
H 0.79 -5.68 0.01
O 6.05 3.04 2.12
C -7.01 -1.57 2.05
H 3.17 6.28 -1.14
H -2.66 -2.09 -1.28
H -13.01 -0.78 1.35
H -9.91 -3.15 3.21
H 8.39 2.29 -2.58
H -8.99 -4.98 1.80
H 7.18 3.62 3.72
H 1.72 3.93 -0.27
O -6.76 -4.74 0.48
H 2.54 4.09 -1.84
H -6.52 -0.61 2.16
C 3.20 -1.71 -2.98
O -8.74 -0.85 3.48
H -11.25 1.50 -1.28
H 1.06 -7.43 -0.20
H 5.26 2.01 -0.47
H -11.48 -0.71 2.25
C 0.35 -6.67 0.14
K 2.31 7.06 -0.05
H -1.64 -3.14 -2.28


No. 5
280
Properties=species:S:1:pos:R:3 method="wB97M-V/def2-TZVPD" homo_energy_ev=-12.9 orbital_gap_ev=3.66 total_charge=+3 energy_ha=-9940.7289
C 6.33 -6.03 -2.39
H -3.31 6.82 6.58
C 1.23 2.17 7.52
H 1.75 0.73 0.98
H -2.03 -1.29 0.73
H -3.02 6.24 4.25
C 5.40 -8.19 -1.28
N -2.14 3.16 5.68
C -0.11 -0.18 0.66
O 1.74 6.51 1.57
H 6.08 5.88 -0.62
H 4.76 1.12 -0.75
H 7.97 -4.85 -1.36
O 0.58 0.86 -1.38
H -4.06 8.17 -5.65
C -1.05 1.93 -4.93
H -3.12 2.85 -2.05
H -2.11 2.15 -4.84
C -3.35 5.79 6.21
H -0.39 4.31 6.45
N 1.41 -2.36 -7.75
C 5.01 -2.37 5.94
C -2.96 1.89 -8.22
H -1.66 4.02 3.84
H 4.31 -1.06 -3.77
S 1.11 -3.35 -6.67
H 0.25 -3.95 6.89
O 0.69 4.33 0.88
N 0.90 4.99 3.29
C 2.42 -5.71 -2.37
H 0.23 -2.46 -3.52
O 1.60 -4.72 -6.71
S 2.25 3.87 3.38
H -4.31 -3.82 1.74
H -1.89 3.69 -8.67
H 4.76 1.56 -3.75
C -3.11 3.48 6.90
H -6.94 1.21 6.38
C -6.16 0.51 2.21
H 4.58 2.71 0.73
O -1.09 -2.14 -8.61
F -1.28 -10.12 -0.82
H 3.91 -2.36 8.40
H -0.73 1.24 -4.15
H -0.91 -1.16 -3.16
S -0.59 -8.67 -0.52
H 7.34 -4.05 -2.69
C -0.67 2.44 -7.40
C -0.63 3.27 6.21
O 5.76 -4.60 1.55
C 1.39 -3.64 4.95
H 7.43 -7.49 -1.10
F 3.43 -5.32 1.80
H -0.50 1.18 7.11
O -1.38 -7.84 -1.44
C 1.04 -4.20 3.61
N -1.88 0.29 -6.63
C 3.55 -7.54 -3.83
H -3.07 -0.74 -8.90
H -1.00 -1.52 2.16
C 0.57 0.61 -6.35
N 0.03 -0.29 -0.82
N -2.34 6.87 -3.02
N 3.94 -3.11 2.34
H 7.68 5.30 -0.43
H -0.84 2.42 8.28
F 4.30 -0.74 2.80
H -1.66 1.32 4.56
H 4.77 3.66 -3.36
C 0.84 -2.13 4.83
C 3.41 -3.07 7.73
H -2.71 3.55 -0.47
C 1.25 -1.27 6.04
H -2.36 3.74 -7.12
N -1.00 -8.54 1.13
C 4.98 4.16 -2.42
C 6.49 4.48 -2.14
N 4.45 3.10 -1.33
H 3.85 -4.05 7.91
H 0.61 -0.30 -5.75
C -1.95 3.01 -7.82
N -6.64 -0.48 3.31
C 6.44 -7.08 -1.27
F 2.11 -2.84 -5.60
H 0.97 0.27 2.46
H -4.18 0.28 -5.40
C -8.18 -0.61 3.10
H -0.48 2.86 -4.83
C 4.44 0.98 -2.88
H 5.61 -1.87 6.69
S 0.84 5.40 1.87
C 5.01 1.68 -1.65
O -5.11 0.81 -2.84
H 0.91 -0.25 5.91
H 2.55 2.30 -0.68
C -0.45 -2.77 0.60
C -0.31 -2.73 -1.01
H -4.69 -0.21 -8.54
H 0.24 -3.63 -1.28
H -0.07 3.03 5.30
H 6.58 4.25 1.29
H -9.12 1.80 5.32
H 3.37 1.01 -2.69
H 1.42 -5.17 6.65
C -4.49 7.29 -5.17
H 0.79 -0.76 -3.51
H 2.14 -2.59 -2.14
H 4.24 4.40 0.40
H 2.62 -0.92 -1.57
H 1.56 -3.57 2.89
H -6.38 1.56 2.36
N 2.90 -3.54 5.21
H 2.07 -5.26 -3.30
H 6.30 -6.47 -0.37
H -0.98 4.89 -1.15
H -3.89 2.36 -8.54
H -2.78 2.70 7.57
C -3.01 4.90 7.39
H 1.62 3.10 7.95
H -3.16 6.12 -6.41
H -3.44 3.98 4.09
C 2.87 3.07 -1.39
O -4.40 0.50 -0.43
H -4.03 -1.37 2.95
C -3.25 0.67 -7.26
C -4.93 -1.78 -1.93
H 1.52 -6.24 -2.06
H -8.53 -1.49 3.64
H -0.01 3.23 -7.02
H -4.02 2.04 -5.71
F -4.36 -2.47 -0.93
N 4.86 -5.69 -2.73
C -2.46 1.71 5.19
H 4.30 5.01 -2.35
F -0.62 6.17 2.03
H -1.96 5.07 7.66
C -7.08 1.12 5.31
C -0.29 2.22 7.36
H 0.93 0.27 -7.32
H -2.53 1.11 6.09
H -1.58 7.31 -5.06
O 6.29 -2.02 2.63
C -2.66 5.65 -2.12
H -1.23 8.10 -1.66
H -5.18 0.05 5.01
H 6.80 5.27 -2.83
S -0.41 -7.11 1.20
H -8.25 -0.88 2.05
H 6.43 -7.23 -4.27
H 2.64 2.95 -2.45
F -4.54 -2.37 -3.04
O 1.05 -6.94 1.11
O 1.83 2.46 3.17
H -4.12 3.15 6.62
O 3.57 4.23 2.87
O -0.10 -3.13 -5.87
H -5.22 8.65 -3.75
H -3.91 5.22 -5.03
C -2.13 6.52 -4.54
H 0.77 -1.59 6.96
O 4.65 -4.70 -3.67
O -2.82 -0.06 -2.22
F -6.27 -1.81 -1.80
H -0.02 -4.10 3.37
C 4.82 3.54 0.06
F 2.59 3.90 4.91
C -8.59 0.89 5.03
H -1.16 -3.57 0.78
C -2.31 3.21 -1.42
H 1.54 -5.15 3.42
H 8.03 -7.02 -3.49
H 7.36 -5.77 -4.38
H -6.21 -1.90 1.93
O 3.58 -4.74 5.04
H 3.16 -8.29 -1.32
S 5.02 -1.87 1.94
H -5.08 0.43 2.37
H 2.08 -2.15 -0.41
H 0.44 -3.10 1.14
H 2.46 4.04 -1.10
H -3.95 -1.35 -7.44
C -3.50 7.99 -2.94
H 5.22 -2.08 4.92
H -6.78 -0.77 5.34
C -4.49 -2.28 3.34
O 0.78 -8.99 -0.88
H 7.07 3.57 -2.33
H -8.93 0.04 5.62
H -5.42 7.17 -5.74
H -8.67 1.45 2.90
C -0.98 1.09 1.01
H -3.06 8.94 -3.25
C 0.46 -1.50 -1.56
C 6.30 3.92 0.29
C -1.05 7.66 -2.64
H -0.78 8.40 -3.39
C -3.92 -3.60 2.74
H -3.48 1.56 4.84
H -1.92 1.19 0.47
H -6.61 -2.61 3.59
H 1.21 -1.62 3.94
H -10.02 0.47 3.52
H 5.90 -0.67 -3.53
H -3.80 8.16 -1.90
H 3.84 -7.00 -0.38
H 2.63 -4.88 -1.70
H 6.09 1.81 -1.63
C -0.73 1.31 -6.27
H -1.50 5.63 -4.55
S 0.18 -2.84 -8.73
H 4.37 -8.26 -3.93
C -4.76 7.66 -3.70
C -2.47 4.15 4.57
C -2.52 5.65 5.01
H 5.43 -8.81 -0.38
H 1.47 1.40 8.25
C -6.23 -0.04 4.74
H -0.15 2.06 -8.28
F -0.51 -7.08 2.81
F 0.81 -2.13 -9.99
H 6.85 3.00 0.10
H -1.34 -2.84 -1.33
C 3.50 -2.55 6.23
H -3.59 5.28 -2.55
C -4.24 1.07 -6.15
C 2.80 -1.21 6.17
H -6.73 2.04 4.85
C 3.69 -6.66 -2.59
C -1.66 4.51 -1.91
H 1.78 1.88 6.63
O -1.31 -6.01 0.92
H -1.21 1.09 2.07
C -3.74 -0.50 -8.08
C 0.13 -1.48 -3.04
C 7.03 -4.73 -1.90
H 1.38 1.19 -5.91
H 5.44 -3.37 6.02
O 4.99 -1.33 0.58
H -4.38 5.65 5.88
H -5.26 1.14 -6.53
H -1.05 4.35 -2.80
H -3.67 4.98 8.25
O -1.86 -0.79 -5.78
H -2.84 -3.60 2.85
C -8.94 0.60 3.53
C 1.97 -1.78 -1.43
O 3.96 -3.86 -0.02
H -0.21 6.96 -2.54
H 3.22 -0.41 6.79
C 0.74 -4.52 6.10
O 0.13 -4.23 -9.07
S -4.23 0.06 -1.88
C 1.20 -0.09 1.46
H -6.42 0.13 1.22
C -6.01 -1.92 3.00
H 2.61 -8.09 -3.77
S 4.40 -4.09 1.36
C 4.92 -0.49 -3.08
H -1.49 6.01 5.08
H 5.66 -8.99 -1.97
H 3.06 -0.73 5.23
H 1.73 -1.05 1.46
H -0.02 -5.24 5.82
C -3.45 6.15 -5.36
H -0.52 2.08 0.91
H -0.24 -2.01 4.74
H -2.56 1.48 -9.15
C 3.95 -7.53 -1.32
C 7.06 -6.56 -3.69
H -4.30 -4.38 3.40
H 2.40 -3.12 8.14
H 6.33 -4.27 -1.20
H 4.91 -0.98 -2.11
C 6.68 4.97 -0.70
C -1.00 -1.39 1.08
H -2.83 6.19 -1.19
H -4.25 -2.23 4.41
H -1.54 2.45 -1.25
H -5.45 7.03 -3.14
H 3.48 -6.86 -4.68